1.
{"formula": "C35H53HfN4OP2", "method": "the ωB97M-V functional and the def2-TZVPD basis", "symbols": ["C", "C", "C", "C", "C", "H", "H", "H", "N", "P", "P", "C", "H", "H", "C", "H", "C", "C", "C", "C", "C", "H", "H", "H", "C", "H", "H", "H", "C", "H", "H", "H", "C", "H", "H", "H", "C", "H", "H", "H", "C", "H", "H", "H", "C", "H", "H", "H", "C", "H", "H", "H", "C", "H", "H", "H", "C", "H", "H", "H", "C", "H", "H", "H", "C", "H", "H", "H", "Hf", "C", "O", "N", "C", "C", "C", "C", "C", "H", "C", "H", "C", "H", "H", "H", "C", "N", "C", "C", "N", "C", "H", "H", "H", "H", "H", "H"], "coordinates": [[-1.63, -1.75, -1.84], [0.64, -2.18, -1.57], [-1.68, -2.56, -2.96], [0.58, -3.22, -2.52], [-0.60, -3.39, -3.24], [-2.59, -2.54, -3.56], [1.47, -3.79, -2.73], [-0.67, -4.12, -4.04], [-0.55, -1.77, -1.02], [-2.81, -0.45, 0.31], [2.60, -0.68, 0.12], [-2.71, -0.73, -1.52], [-2.46, 0.23, -2.00], [-3.67, -1.05, -1.94], [1.89, -1.50, -1.29], [2.71, -2.17, -1.58], [4.04, 0.08, -0.95], [3.35, -1.54, 1.73], [-3.61, 1.26, 0.44], [-3.97, -1.89, 0.72], [3.96, 1.58, -0.64], [4.11, 1.80, 0.43], [4.74, 2.11, -1.21], [2.99, 2.00, -0.94], [5.43, -0.48, -0.65], [5.77, -0.35, 0.39], [5.50, -1.54, -0.92], [6.16, 0.06, -1.28], [3.84, -0.15, -2.45], [4.53, 0.50, -3.00], [4.04, -1.18, -2.75], [2.84, 0.11, -2.79], [4.13, -0.45, 2.48], [3.46, 0.36, 2.79], [4.58, -0.89, 3.39], [4.94, 0.00, 1.90], [2.23, -2.02, 2.67], [1.64, -1.18, 3.06], [1.57, -2.76, 2.20], [2.70, -2.50, 3.54], [4.18, -2.76, 1.32], [5.10, -2.49, 0.78], [4.48, -3.31, 2.22], [3.60, -3.44, 0.69], [-4.42, -1.71, 2.18], [-5.02, -2.59, 2.46], [-3.56, -1.67, 2.87], [-5.04, -0.82, 2.32], [-3.19, -3.21, 0.57], [-2.92, -3.41, -0.47], [-2.28, -3.23, 1.18], [-3.85, -4.02, 0.91], [-5.20, -2.00, -0.20], [-5.83, -2.81, 0.20], [-5.81, -1.10, -0.24], [-4.92, -2.29, -1.22], [-2.81, 2.27, -0.41], [-3.00, 2.14, -1.48], [-3.13, 3.28, -0.13], [-1.72, 2.21, -0.25], [-3.57, 1.68, 1.91], [-2.54, 1.76, 2.28], [-4.04, 2.67, 2.01], [-4.11, 0.98, 2.57], [-5.06, 1.24, -0.07], [-5.13, 0.86, -1.09], [-5.73, 0.67, 0.59], [-5.43, 2.27, -0.08], [-0.32, -0.47, 0.83], [-0.90, -1.91, 2.42], [-1.18, -2.57, 3.34], [0.46, 0.81, -0.58], [1.06, 0.65, -1.65], [0.97, 1.56, -2.81], [0.69, 2.92, -2.55], [1.05, 1.11, -4.14], [0.60, 3.82, -3.61], [0.55, 3.26, -1.52], [0.99, 2.04, -5.19], [1.17, 0.04, -4.34], [0.77, 3.39, -4.92], [0.40, 4.87, -3.41], [1.12, 1.70, -6.21], [0.73, 4.11, -5.75], [0.47, 4.36, 3.56], [0.31, 2.92, 3.41], [0.27, 1.99, 4.45], [0.07, 0.77, 3.88], [-0.03, 0.95, 2.49], [0.12, 2.27, 2.26], [-0.38, 4.79, 4.10], [1.38, 4.58, 4.12], [0.53, 4.81, 2.57], [0.40, 2.27, 5.48], [-0.03, -0.20, 4.33], [0.15, 2.74, 1.27]], "mulliken_charge": [-0.161, 0.639, -0.598, -1.132, -0.914, 0.566, 0.603, 0.504, 0.749, 0.468, 1.441, -1.236, 0.436, 0.638, -1.185, 0.866, 1.920, 1.824, 1.917, 1.685, -1.492, 0.307, 0.513, 0.188, -1.863, 0.332, 0.424, 0.479, -1.971, 0.609, 0.381, 0.278, -1.461, 0.134, 0.517, 0.205, -1.620, 0.119, 0.287, 0.699, -1.671, 0.337, 0.503, 0.347, -1.545, 0.553, 0.238, 0.294, -1.446, 0.326, 0.137, 0.598, -1.632, 0.496, 0.301, 0.406, -1.955, 0.393, 0.612, 0.326, -1.595, 0.241, 0.561, 0.246, -1.957, 0.353, 0.372, 0.549, 0.404, -0.052, -0.225, -0.161, 0.265, 0.360, -0.175, -0.136, -0.972, 0.337, -0.982, 0.531, -0.617, 0.467, 0.468, 0.447, -0.852, 0.162, -1.333, -0.445, 1.154, -0.410, 0.352, 0.355, 0.330, 0.503, 0.568, 0.170], "total_charge": 3, "lumo_energy_ev": [-10.75, -10.75], "relative_energy_kcal_mol": 29.3, "homo_lumo_gap_ev": [5.012, 5.010], "homo_ev": [-15.763, -15.762]}



2.
{"formula": "C3H5NO2", "method": "the ωB97M-V functional and the def2-TZVPD basis", "symbols": ["C", "C", "C", "N", "O", "O", "H", "H", "H", "H", "H"], "coordinates": [[-0.34, -1.32, 0.60], [1.43, -0.63, -0.48], [-0.91, 0.06, 0.44], [1.39, 0.57, -0.05], [0.23, 1.01, 0.63], [-1.57, 0.33, -0.75], [-1.01, -2.04, -0.12], [2.19, -0.79, -1.24], [-1.63, 0.19, 1.43], [2.05, 1.33, 0.09], [-1.84, 1.29, -0.54]], "mulliken_charge": [-0.702, -0.258, 0.360, 0.076, -0.321, -0.425, 0.179, 0.255, 0.250, 0.245, 0.341], "lumo_energy_ev": 0.58, "relative_energy_kcal_mol": 188.5, "homo_lumo_gap_ev": 8.442, "homo_ev": -7.863}



3.
{"formula": "C4H6O2", "method": "the ωB97M-V functional and the def2-TZVPD basis", "symbols": ["C", "C", "C", "O", "C", "O", "H", "H", "H", "H", "H", "H"], "coordinates": [[0.48, 1.22, -0.29], [0.07, -0.18, 0.00], [-0.10, -0.57, 1.48], [0.11, 0.20, 2.39], [-0.65, -1.11, -1.13], [0.66, -1.26, -0.64], [1.47, 1.38, 0.16], [0.54, 1.37, -1.36], [-0.20, 1.96, 0.14], [-0.34, -1.64, 1.66], [-1.36, -0.85, -0.35], [-0.69, -0.53, -2.06]], "mulliken_charge": [-1.178, 1.069, -0.208, -0.472, -0.804, -0.384, 0.279, 0.395, 0.296, 0.381, 0.380, 0.246], "lumo_energy_ev": 0.44, "relative_energy_kcal_mol": 95.9, "homo_lumo_gap_ev": 9.802, "homo_ev": -9.358}



4.
{"formula": "C4H7NS2", "method": "the ωB97M-V functional and the def2-TZVPD basis", "symbols": ["C", "C", "C", "C", "N", "S", "S", "H", "H", "H", "H", "H", "H", "H"], "coordinates": [[-0.81, -0.25, -0.56], [0.05, -0.88, -1.30], [1.31, 1.13, 0.64], [-1.63, -0.90, 0.65], [1.77, 0.26, 1.36], [1.10, -0.07, -2.46], [1.03, 2.67, 0.12], [-1.16, 0.73, -0.74], [0.21, -1.88, -1.14], [-1.57, -0.16, 1.42], [-1.40, -1.94, 0.88], [-2.61, -0.98, 0.13], [2.36, 0.13, 2.11], [1.35, 2.14, -1.11]], "mulliken_charge": [-0.349, -0.256, 0.392, -1.096, -0.343, -0.296, -0.195, 0.456, 0.355, 0.271, 0.337, 0.332, 0.247, 0.146], "lumo_energy_ev": [-1.77, -0.13], "relative_energy_kcal_mol": 111.4, "homo_lumo_gap_ev": [4.748, 7.871], "homo_ev": [-6.514, -8.002]}



5.
{"formula": "C5H8O2", "method": "the ωB97M-V functional and the def2-TZVPD basis", "symbols": ["C", "C", "O", "C", "O", "C", "C", "H", "H", "H", "H", "H", "H", "H", "H"], "coordinates": [[-0.29, 1.48, -0.31], [-0.15, 0.07, 0.21], [1.12, -0.22, 0.80], [2.16, -0.28, -0.05], [2.12, -0.11, -1.24], [-0.83, -1.08, -0.46], [-1.27, -0.63, 0.91], [-0.13, 1.53, -1.39], [0.44, 2.14, 0.17], [-1.29, 1.88, -0.09], [3.07, -0.52, 0.52], [-1.46, -0.87, -1.31], [-0.27, -2.01, -0.53], [-2.21, -0.10, 1.01], [-1.00, -1.26, 1.76]], "mulliken_charge": [-1.529, 1.266, -0.350, 0.081, -0.463, -0.621, -0.765, 0.288, 0.388, 0.387, 0.370, 0.223, 0.237, 0.240, 0.249], "lumo_energy_ev": 0.99, "relative_energy_kcal_mol": 22.7, "homo_lumo_gap_ev": 11.336, "homo_ev": -10.347}



6.
{"formula": "C6H16N", "method": "the ωB97M-V functional and the def2-TZVPD basis", "symbols": ["C", "C", "C", "C", "C", "C", "N", "H", "H", "H", "H", "H", "H", "H", "H", "H", "H", "H", "H", "H", "H", "H", "H"], "coordinates": [[-3.13, 0.16, -0.03], [-2.00, -0.75, -0.43], [-0.65, -0.60, 0.30], [-0.08, 0.80, -0.04], [1.34, 1.16, 0.46], [2.25, -0.03, 0.70], [2.56, -0.60, -0.70], [-4.02, -0.14, -0.58], [-3.37, 0.02, 1.03], [-2.98, 1.24, -0.12], [-1.79, -0.70, -1.51], [-2.30, -1.81, -0.35], [-0.63, -0.78, 1.39], [0.03, -1.40, 0.00], [-0.21, 0.84, -1.13], [-0.76, 1.54, 0.37], [1.77, 1.96, -0.16], [1.18, 1.67, 1.42], [1.73, -0.79, 1.28], [3.18, 0.27, 1.18], [1.75, -0.31, -1.23], [3.40, -0.13, -1.03], [2.74, -1.60, -0.84]], "mulliken_charge": [-1.197, -0.687, -0.289, -0.632, -0.880, -0.564, -0.291, 0.371, 0.305, 0.326, 0.331, 0.335, 0.351, 0.356, 0.361, 0.314, 0.338, 0.403, 0.322, 0.405, 0.317, 0.365, 0.338], "total_charge": 1, "lumo_energy_ev": -3.62, "relative_energy_kcal_mol": 13.5, "homo_lumo_gap_ev": 10.762, "homo_ev": -14.378}



7.
{"formula": "C2H7NOS", "method": "the ωB97M-V functional and the def2-TZVPD basis", "symbols": ["C", "C", "S", "N", "O", "H", "H", "H", "H", "H", "H", "H"], "coordinates": [[-1.46, 0.71, -0.24], [-0.91, -0.70, 0.25], [1.33, -0.54, 0.06], [1.99, 0.64, -0.53], [1.68, -1.73, -0.69], [-1.78, 1.45, 0.57], [-0.63, 1.30, -0.83], [-2.22, 0.49, -0.89], [-0.90, -1.40, -0.54], [-1.11, -1.08, 1.29], [1.84, -0.61, 1.52], [2.18, 1.46, 0.04]], "mulliken_charge": [-0.843, -0.587, 0.571, -0.562, -0.593, 0.263, 0.288, 0.322, 0.336, 0.379, 0.157, 0.269], "lumo_energy_ev": 0.11, "relative_energy_kcal_mol": 105.7, "homo_lumo_gap_ev": 9.346, "homo_ev": -9.235}



8.
{"formula": "C3H3NO2", "method": "the ωB97M-V functional and the def2-TZVPD basis", "symbols": ["N", "C", "C", "O", "C", "O", "H", "H", "H"], "coordinates": [[-2.72, -0.24, -0.41], [-1.38, -0.20, -0.45], [-0.16, 0.24, 0.38], [0.17, 1.39, -0.16], [0.94, -0.68, 0.10], [1.88, -0.23, -0.67], [-0.40, 0.30, 1.38], [0.71, 1.07, -0.82], [0.95, -1.64, 0.64]], "mulliken_charge": [-0.362, 0.024, 0.113, -0.489, 0.158, -0.515, 0.332, 0.382, 0.356], "lumo_energy_ev": -0.78, "relative_energy_kcal_mol": 113.8, "homo_lumo_gap_ev": 10.492, "homo_ev": -11.271}



9.
{"formula": "C5H10", "method": "the ωB97M-V functional and the def2-TZVPD basis", "symbols": ["C", "C", "C", "C", "C", "H", "H", "H", "H", "H", "H", "H", "H", "H", "H"], "coordinates": [[-1.86, -0.01, 0.12], [-0.43, -0.01, -0.46], [0.54, 1.08, 0.01], [1.68, 0.00, 0.09], [0.59, -1.08, 0.02], [-1.80, 0.11, 1.24], [-2.46, 0.84, -0.23], [-2.41, -0.93, -0.05], [-0.51, -0.07, -1.55], [0.71, 1.97, -0.64], [0.27, 1.45, 1.02], [2.37, 0.03, 0.93], [2.27, 0.03, -0.85], [0.30, -1.49, 1.00], [0.71, -1.92, -0.66]], "mulliken_charge": [-1.434, 0.422, -0.711, -0.470, -0.693, 0.327, 0.339, 0.352, 0.273, 0.296, 0.236, 0.308, 0.210, 0.255, 0.290], "lumo_energy_ev": 1.31, "relative_energy_kcal_mol": 19.8, "homo_lumo_gap_ev": 11.800, "homo_ev": -10.495}



Number 1: energy -65020.1890 eV, maximum force 0.1802 hartree/bohr. Number 2: energy -8769.5213 eV, maximum force 0.0601 hartree/bohr. Number 3: energy -8336.3006 eV, maximum force 0.0540 hartree/bohr. Number 4: energy -27417.0133 eV, maximum force 0.1003 hartree/bohr. Number 5: energy -9408.8471 eV, maximum force 0.0099 hartree/bohr. Number 6: energy -7964.8484 eV, maximum force 0.0295 hartree/bohr. Number 7: energy -16556.1869 eV, maximum force 0.0805 hartree/bohr. Number 8: energy -8740.1957 eV, maximum force 0.2672 hartree/bohr. Number 9: energy -5346.4060 eV, maximum force 0.0310 hartree/bohr.